Below is 2 unconnected molecules or ions with the total composition C3H7N2O in a non-equilibrium geometry, with properties calculated with ωB97M-V with the def2-TZVPD basis set.

As for the total charge: +1. The value obtained for the highest occupied orbital energy is -15.34 eV. The value obtained for the orbital gap is 11.932 eV. For the lowest unoccupied orbital energy, the calculation gives -0.125 Eh.

```
13
Properties=species:S:1:pos:R:3:forces:R:3
C 2.3819 0.1244 -0.0024 -0.607 1.070 -1.656
C -1.8167 -0.9583 -0.5285 -2.801 -0.283 -1.514
C -0.8818 -0.4225 0.1724 2.231 0.849 0.913
N 2.9881 -0.8727 -0.0845 2.028 -2.262 1.090
N -0.8843 1.0479 0.3327 -1.066 1.700 -0.066
O 1.6796 1.0348 -0.2645 0.044 0.513 0.846
H -2.4681 -0.1225 -0.8481 -0.347 -1.053 -0.329
H -2.1767 -1.9774 -0.8489 1.186 1.173 0.726
H 0.0343 -0.7101 0.6465 -0.030 -1.251 0.095
H 3.7823 -1.3895 0.3200 -0.974 0.715 -0.376
H -1.7986 1.4512 -0.0375 1.274 -0.417 0.998
H -0.1098 1.5179 -0.2133 -0.494 -0.794 0.732
H -0.7300 1.2768 1.3562 -0.444 0.040 -1.459
```
Forces are in eV/Å.

Results of the natural (NBO) charge analysis, in e, for atoms 1 through 2: number 1, C, carries 0.8520; number 2, C, carries -0.3249



Below is 2 unconnected molecules or ions with the total composition C3H7N2O in a non-equilibrium geometry, with properties calculated with ωB97M-V with the def2-TZVPD basis set.

As for the total charge: +2. The value obtained for the highest occupied orbital energy (spin up / spin down) is -16.25 / -16.25 eV. The value obtained for the orbital gap (spin up / spin down) is 5.893 / 1.638 eV. The spin multiplicity is 2. For the lowest unoccupied orbital energy (spin up / spin down), the calculation gives -0.381 / -0.537 Eh.

```
13
Properties=species:S:1:pos:R:3:forces:R:3
C 1.4129 -1.6274 0.9213 0.930 0.090 0.533
C 0.8221 -0.3683 0.5648 -0.220 0.803 -0.275
N -0.2038 -0.6404 -0.2494 -0.012 -0.060 0.091
C -0.3110 -1.9699 -0.3869 -0.169 -0.700 -0.571
N 0.6828 -2.5511 0.3173 -0.458 -0.480 0.019
H 2.3132 -1.8241 1.5124 -0.346 0.032 -0.054
H 1.0586 0.6596 0.8152 0.319 -0.067 0.215
H -0.7884 0.0693 -0.6989 -0.203 -0.037 -0.047
H -0.9962 -2.5680 -0.9898 -0.195 0.463 0.027
H 0.7654 -3.5698 0.3921 0.294 0.050 0.033
H -0.8652 4.8680 -0.4304 -0.030 0.109 -0.039
H -2.2701 5.1099 -0.9528 -0.055 -0.051 -0.044
O -1.6203 4.4122 -0.8150 0.144 -0.149 0.110
```
Forces are in eV/Å.

Results of the natural (NBO) charge analysis, in e, for atoms 1 through 2: number 1, C, carries 0.2223; number 2, C, carries 0.2280



Below is a molecular structure, C3H7N2O2 in a non-equilibrium geometry, with properties calculated with ωB97M-V with the def2-TZVPD basis set.

As for the total charge: -1. The value obtained for the highest occupied orbital energy is -3.79 eV. The value obtained for the orbital gap is 7.543 eV. For the lowest unoccupied orbital energy, the calculation gives 0.138 Eh.

```
14
Properties=species:S:1:pos:R:3:forces:R:3
C -0.0007 0.0849 0.6789 -0.326 0.106 2.172
N -0.7465 1.1259 0.0507 -0.334 1.590 -1.597
C -2.1161 0.7875 -0.1688 -1.536 -0.688 0.006
O -2.6966 1.2287 -1.2087 0.888 -0.078 1.172
O -2.5889 0.0257 0.7412 -0.181 0.782 -1.239
C 0.8306 -0.7649 -0.2608 -2.937 -4.082 5.000
N 2.3525 -0.2114 0.0706 -2.006 1.100 -2.616
H -0.7528 -0.5779 1.2441 0.794 1.155 -1.281
H 0.6024 0.5037 1.5295 0.092 -0.450 -1.003
H -0.3653 1.8214 -0.6757 -0.485 -2.011 1.596
H 0.1214 -0.9930 -1.1069 1.310 0.915 -0.634
H 1.6226 -0.2039 -0.9558 3.526 1.343 -0.190
H 0.7974 -1.8388 0.1843 0.527 1.529 -0.724
H 2.9399 -0.9881 -0.1227 0.670 -1.211 -0.663
```
Forces are in eV/Å.

Results of the natural (NBO) charge analysis, in e, for atoms 1 through 2: number 1, C, carries -0.2400; number 2, N, carries -0.7220



Below is a gas-phase ion, C3H7N2O2 (charge -1) in a non-equilibrium geometry, with properties calculated with ωB97M-V with the def2-TZVPD basis set.

As for the total charge: -1. The value obtained for the highest occupied orbital energy is -2.82 eV. The value obtained for the orbital gap is 4.190 eV. For the lowest unoccupied orbital energy, the calculation gives 0.050 Eh.

```
14
Properties=species:S:1:pos:R:3:forces:R:3
O -0.1037 1.6285 -0.4062 -1.471 -2.292 0.539
C -0.3134 0.4504 0.1724 5.191 3.639 0.281
N 0.8152 -0.4308 0.0145 -1.643 -0.755 0.177
C 2.1199 0.2239 0.2316 4.346 -0.432 0.787
O 3.2963 -0.4610 -0.0789 -2.269 0.371 -0.624
C -1.6188 -0.1976 -0.6933 -2.955 -3.467 -0.430
N -2.1651 -1.1629 0.1680 0.585 1.586 -2.410
H -0.6815 0.5860 1.1885 -0.416 -0.509 0.171
H 2.3199 0.3508 1.3118 -1.155 0.436 0.625
H 2.0578 1.2087 -0.2135 -0.299 0.296 -0.533
H -1.1363 -0.7123 -1.5480 0.574 1.029 0.706
H -2.2315 0.6722 -0.9737 0.109 -0.384 0.024
H 0.7879 -1.2565 0.6176 -0.418 0.205 -0.300
H -3.1467 -0.8994 0.2092 -0.180 0.277 0.987
```
Forces are in eV/Å.

Results of the natural (NBO) charge analysis, in e, for atoms 1 through 2: number 1, O, carries -0.5905; number 2, C, carries 0.3081



Below is a gas-phase ion, C3H7N2O2 (charge +1) in a non-equilibrium geometry, with properties calculated with ωB97M-V with the def2-TZVPD basis set.

As for the total charge: +1. The value obtained for the highest occupied orbital energy (spin up / spin down) is -12.47 / -12.21 eV. The value obtained for the orbital gap (spin up / spin down) is 7.758 / 7.632 eV. For the lowest unoccupied orbital energy (spin up / spin down), the calculation gives -0.173 / -0.168 Eh.

```
14
Properties=species:S:1:pos:R:3:forces:R:3
C -0.2035 -0.7044 -0.6520 0.647 0.850 -0.735
C 1.6913 0.8892 -0.7291 0.070 0.467 -0.343
C -0.2178 0.5926 1.2640 -3.095 1.329 1.432
N -0.8494 -0.1947 0.4201 -0.360 -1.448 -3.101
N -0.6885 -1.8010 -1.2977 0.107 -0.771 0.595
O 0.8820 -0.0775 -1.1405 -0.812 -1.712 0.115
O -1.2589 1.3150 1.8314 2.154 -0.408 0.001
H 2.3349 1.2870 -1.4996 -0.259 -0.084 -0.124
H 1.6648 1.3192 0.2439 -0.054 -0.189 0.519
H 0.6671 0.2131 1.7376 0.374 0.457 0.499
H -1.9006 -0.1027 0.3448 1.357 -0.485 0.315
H -0.6119 -2.6808 -0.7309 -0.361 1.113 -1.124
H -0.6272 -1.8872 -2.3224 0.296 0.077 0.979
H -0.8825 1.8323 2.5305 -0.063 0.803 0.972
```
Forces are in eV/Å.

Results of the natural (NBO) charge analysis, in e, for atoms 1 through 2: number 1, C, carries 0.6778; number 2, C, carries -0.0121



Below is a gas-phase ion, C3H7N2O2 (charge +1) in a non-equilibrium geometry, with properties calculated with ωB97M-V with the def2-TZVPD basis set.

As for the total charge: +1. Its SMILES is C[C@@H]1ONC(=[NH2+])O1. The value obtained for the highest occupied orbital energy is -14.49 eV. The value obtained for the orbital gap is 10.924 eV. For the lowest unoccupied orbital energy, the calculation gives -0.131 Eh.

```
14
Properties=species:S:1:pos:R:3:forces:R:3
C -1.2613 0.0121 -0.1008 -0.213 -0.696 -0.225
C 0.9382 0.1001 -0.6041 1.028 0.659 1.600
C 2.0907 -0.3813 0.2619 0.359 1.786 -2.562
N -0.8626 1.2764 0.1074 -2.141 -0.392 1.201
N -2.4708 -0.5437 0.0692 -0.317 -0.161 0.170
O -0.2719 -0.7072 -0.6059 -0.605 0.188 0.429
O 0.4904 1.3568 -0.0657 0.779 0.621 -0.382
H 1.3511 0.1219 -1.5951 -0.687 0.555 -0.894
H 1.9979 -0.2645 1.2650 -1.008 0.329 3.077
H 3.0367 0.2047 0.0345 -1.133 -1.064 -0.385
H 2.0826 -1.3861 0.0231 1.139 -2.351 -0.398
H -1.2448 1.8049 0.9312 0.778 -0.415 -1.205
H -3.2554 -0.0871 0.6408 1.787 -0.943 -1.459
H -2.6207 -1.5070 -0.3614 0.234 1.883 1.032
```
Forces are in eV/Å.

Results of the natural (NBO) charge analysis, in e, for atoms 1 through 2: number 1, C, carries 0.7663; number 2, C, carries 0.3694



Below is a molecular structure, C3H7N2O2 in a non-equilibrium geometry, with properties calculated with ωB97M-V with the def2-TZVPD basis set.

As for the total charge: +1. The value obtained for the highest occupied orbital energy is -14.85 eV. The value obtained for the orbital gap is 10.892 eV. For the lowest unoccupied orbital energy, the calculation gives -0.146 Eh.

```
14
Properties=species:S:1:pos:R:3:forces:R:3
C -2.2107 0.0782 0.4170 0.686 0.314 0.501
C -0.3941 0.6928 0.0294 0.607 -1.461 -0.282
C -0.8520 -1.7948 -0.5964 -1.497 -3.803 -1.376
N -1.1931 -0.4997 -0.3024 0.751 4.869 1.713
N 0.0125 1.4207 -1.2001 -2.324 0.525 0.098
O -3.2313 -0.2357 0.8571 -0.843 0.104 0.162
O -1.3910 1.3372 0.6159 -3.108 -0.024 0.546
H 0.4431 0.6435 0.6886 1.044 -0.668 0.227
H -1.3472 -2.5521 0.0819 0.781 0.959 -0.239
H -1.4158 -1.9782 -1.5692 1.687 -0.558 0.645
H 0.2435 -1.9213 -0.5630 -0.641 -0.174 -0.479
H -0.6925 1.1449 -1.8937 0.607 0.027 -0.482
H 0.9414 1.2283 -1.3965 2.312 -0.674 -1.323
H -0.0778 2.4204 -1.0698 -0.063 0.565 0.287
```
Forces are in eV/Å.

Results of the natural (NBO) charge analysis, in e, for atoms 1 through 2: number 1, C, carries 0.8943; number 2, C, carries 0.3877



Below is a gas-phase ion, C3H7N2O2 (charge +1) in a non-equilibrium geometry, with properties calculated with ωB97M-V with the def2-TZVPD basis set.

As for the total charge: +1. Its SMILES is OC1=CN[C@@H](O)[NH2+]1. The value obtained for the highest occupied orbital energy (spin up / spin down) is -12.32 / -12.32 eV. The value obtained for the orbital gap (spin up / spin down) is 8.158 / 8.153 eV. For the lowest unoccupied orbital energy (spin up / spin down), the calculation gives -0.153 / -0.153 Eh.

```
14
Properties=species:S:1:pos:R:3:forces:R:3
C -0.8564 -1.1401 -0.2394 0.899 4.088 4.647
C -0.8050 -0.0300 1.0436 -0.844 -4.261 -4.211
C 1.1166 0.0761 -0.5294 0.158 -0.125 -0.060
N 0.3703 -1.1349 -0.7643 -0.106 -0.194 -0.120
N 0.4225 0.7354 0.6847 -0.169 0.265 0.182
O -1.7964 0.8030 1.3856 0.226 0.506 -0.107
O 1.1168 0.9428 -1.5704 0.116 0.466 -0.239
H -1.5001 -1.9945 -0.2601 -0.275 -0.253 -0.241
H 2.1644 -0.1215 -0.2757 -0.330 0.002 0.089
H 0.8376 -1.9486 -1.1432 0.056 0.078 0.091
H 0.1749 1.7074 0.4328 0.197 -0.226 -0.057
H 1.0350 0.7860 1.5067 -0.012 -0.020 -0.210
H -2.5492 0.3378 1.7666 0.093 -0.137 0.177
H 0.2690 0.9810 -2.0377 -0.010 -0.188 0.058
```
Forces are in eV/Å.

Results of the natural (NBO) charge analysis, in e, for atoms 1 through 2: number 1, C, carries 0.0339; number 2, C, carries 0.2456



Below is C3H7N2O2P in the gas phase in a non-equilibrium geometry, with properties calculated with ωB97M-V with the def2-TZVPD basis set.

As for the total charge: 0. Its SMILES is CP(C)(=O)NOC#N. The value obtained for the highest occupied orbital energy is -10.91 eV. The value obtained for the orbital gap is 10.716 eV. For the lowest unoccupied orbital energy, the calculation gives -0.007 Eh.

```
15
Properties=species:S:1:pos:R:3:forces:R:3
C 2.6435 -0.3796 -0.1241 -0.467 0.774 -0.574
C -0.0043 -0.7628 1.1828 -1.487 -2.638 1.611
C -1.8676 0.1014 -0.8423 -4.515 4.725 2.513
N 3.3157 -1.2754 0.1192 0.385 -0.914 0.196
N 0.6396 0.6343 -1.1142 2.816 0.804 0.645
O -0.5670 1.8321 1.0083 -0.409 1.964 0.778
O 2.0369 0.7328 -0.3312 -1.396 0.339 -0.717
P -0.4905 0.6414 0.2025 -0.377 -1.827 -0.762
H 0.9248 -0.6372 1.7018 0.893 0.320 -0.284
H -0.6759 -0.7969 2.1825 0.804 -0.039 -2.682
H 0.0261 -1.8029 0.6363 -0.253 2.069 1.104
H -2.2667 0.9930 -1.5099 1.200 -1.866 1.022
H -1.6189 -0.7270 -1.3398 0.947 -3.061 -2.286
H -2.8699 -0.1355 -0.2193 2.492 0.467 -0.991
H 0.7742 1.5824 -1.5528 -0.634 -1.118 0.427
```
Forces are in eV/Å.

Results of the natural (NBO) charge analysis, in e, for atoms 1 through 2: number 1, C, carries 0.5298; number 2, C, carries -1.0844



It is found that the ΔE to the lowest compared entry with this formula, charge and spin values, taken in the order of the records, are 2.107, 0.703, 4.786, 7.369, 4.112, 2.118, 1.464, 2.837, 2.926 eV.